(1)
{"formula": "C14H24AsF6K2N4O12S2", "method": "ωB97M-V/def2-TZVPD", "species": ["K", "K", "As", "F", "F", "F", "F", "F", "F", "C", "N", "O", "O", "H", "H", "H", "C", "N", "O", "O", "H", "H", "H", "C", "C", "O", "S", "O", "O", "O", "H", "H", "H", "H", "C", "C", "O", "S", "O", "O", "O", "H", "H", "H", "H", "N", "C", "C", "C", "C", "H", "H", "H", "H", "H", "N", "C", "C", "C", "C", "H", "H", "H", "H", "H"], "coordinates": [[-0.583, 4.854, 0.764], [4.513, 2.559, 0.306], [1.099, 1.362, 0.455], [1.765, 3.011, 0.719], [1.061, 1.286, 2.161], [0.496, -0.225, 0.391], [1.228, 1.538, -1.233], [2.727, 0.678, 0.480], [-0.514, 1.989, 0.451], [0.783, 3.852, -4.076], [-0.133, 4.447, -3.063], [-0.117, 3.971, -1.936], [-0.875, 5.336, -3.422], [1.510, 3.248, -3.552], [1.245, 4.675, -4.615], [0.161, 3.289, -4.765], [2.977, -1.659, 2.335], [2.779, -3.105, 2.608], [1.656, -3.482, 2.808], [3.782, -3.803, 2.582], [3.326, -1.571, 1.313], [3.666, -1.233, 3.056], [1.997, -1.204, 2.438], [3.569, -2.396, -1.688], [4.519, -3.487, -1.198], [3.914, -4.669, -1.721], [2.322, -4.571, -1.583], [1.910, -5.115, -0.349], [1.749, -4.981, -2.800], [2.275, -2.960, -1.501], [3.773, -2.243, -2.749], [3.615, -1.474, -1.108], [4.606, -3.561, -0.108], [5.519, -3.391, -1.615], [-1.233, -2.783, -1.490], [-2.258, -2.023, -2.356], [-2.587, -2.893, -3.450], [-1.471, -4.013, -3.619], [-0.404, -3.483, -4.383], [-2.077, -5.223, -3.992], [-1.091, -4.072, -2.081], [-1.617, -2.945, -0.484], [-0.273, -2.291, -1.412], [-1.867, -1.088, -2.754], [-3.201, -1.853, -1.842], [-2.685, 0.553, 4.410], [-2.321, -0.035, 5.591], [-1.281, -0.879, 5.331], [-0.972, -0.767, 3.935], [-1.827, 0.154, 3.406], [-3.277, 1.363, 4.378], [-2.802, 0.189, 6.527], [-0.720, -1.500, 6.007], [-0.172, -1.313, 3.465], [-1.933, 0.603, 2.433], [-3.683, 5.466, 0.136], [-3.133, 4.587, -0.777], [-3.270, 3.335, -0.241], [-3.877, 3.443, 1.034], [-4.129, 4.780, 1.230], [-3.807, 6.447, -0.048], [-2.714, 4.878, -1.724], [-2.959, 2.458, -0.788], [-4.116, 2.639, 1.707], [-4.562, 5.304, 2.066]], "atomic_forces_ev_per_a": [[-0.168, -0.539, -0.106], [-0.211, -0.093, 0.090], [-0.837, -0.733, 1.212], [0.280, 0.075, -0.671], [0.216, 0.057, 0.513], [-0.172, -0.449, -0.507], [0.263, 0.188, -0.362], [0.582, 0.610, -0.161], [0.075, 0.625, -0.181], [0.014, 0.324, -0.040], [-0.339, -0.046, -0.044], [0.185, 0.348, -0.024], [0.262, -0.154, 0.143], [-0.077, -0.191, -0.021], [-0.036, 0.022, 0.018], [0.027, -0.148, 0.054], [-0.765, 0.183, 0.093], [0.897, -0.064, -0.147], [-0.376, -0.246, 0.177], [-0.281, 0.126, 0.012], [0.155, -0.006, -0.003], [0.207, -0.206, -0.029], [0.091, 0.141, -0.095], [0.477, -0.365, 0.185], [0.141, 0.192, 0.271], [0.002, -0.080, -0.034], [0.469, 0.136, -0.363], [-0.202, 0.107, 0.507], [-0.112, -0.275, -0.384], [-0.231, 0.022, 0.205], [-0.269, 0.269, -0.010], [0.002, -0.007, -0.137], [-0.204, 0.050, -0.035], [-0.057, -0.114, -0.141], [-0.313, 0.036, 0.522], [-0.186, -0.015, -0.277], [-0.088, 0.033, 0.040], [0.062, 0.210, 0.040], [0.415, 0.391, -0.090], [-0.366, -0.578, -0.086], [0.089, -0.166, -0.035], [0.049, -0.037, -0.026], [0.197, 0.131, -0.205], [0.047, -0.015, 0.067], [0.097, 0.109, 0.110], [0.269, 0.350, 0.216], [0.191, -0.277, 0.112], [0.369, -0.043, -0.555], [0.164, -0.045, 0.593], [-0.490, 0.246, 0.079], [-0.109, -0.115, -0.181], [-0.168, 0.044, -0.071], [-0.247, -0.015, 0.205], [-0.124, 0.047, -0.289], [0.127, -0.213, -0.133], [0.538, 0.187, -0.479], [-0.573, -0.134, 0.440], [0.451, -0.214, -0.627], [0.018, 0.234, -0.065], [0.053, 0.039, 0.235], [-0.138, 0.009, 0.165], [-0.164, 0.257, -0.033], [-0.011, -0.176, 0.330], [-0.050, 0.002, 0.032], [-0.121, -0.041, -0.024]], "mulliken_charge": [0.992, 1.044, 2.180, -0.666, -0.441, -0.359, -0.480, -0.716, -0.524, -0.719, 0.799, -0.423, -0.501, 0.216, 0.319, 0.305, 0.115, 1.040, -0.534, -0.602, -0.160, 0.316, -0.208, -0.208, -0.291, -0.345, 1.071, -0.529, -0.501, -0.055, 0.316, 0.016, 0.222, 0.320, 0.024, -0.197, -0.357, 1.112, -0.527, -0.557, -0.302, 0.333, -0.051, 0.224, 0.279, 0.008, -0.514, -0.746, 0.103, -0.712, 0.215, 0.388, 0.399, 0.401, 0.440, 0.074, -1.216, 0.274, -0.484, -0.628, 0.210, 0.430, 0.471, 0.491, 0.405], "homo_lumo_gap_ev": 5.93, "e_homo_ev": -9.9, "charge": 1, "lumo_ev": -4.013}

(2)
{"formula": "C14H24BF10N3O8PTi", "method": "ωB97M-V/def2-TZVPD", "species": ["Ti", "O", "C", "C", "N", "C", "C", "O", "O", "C", "C", "O", "O", "H", "H", "H", "H", "H", "H", "H", "H", "H", "F", "P", "F", "F", "F", "F", "F", "C", "O", "C", "O", "H", "H", "H", "F", "B", "F", "F", "F", "C", "N", "C", "C", "C", "N", "C", "C", "O", "H", "H", "H", "H", "H", "H", "H", "H", "H", "H", "H", "H"], "coordinates": [[1.428, 0.330, 0.150], [3.594, 1.209, 0.505], [3.789, 1.471, 1.899], [2.541, 2.036, 2.558], [1.310, 1.278, 2.319], [1.227, 0.099, 3.179], [2.265, -0.953, 2.767], [2.900, -1.546, 3.639], [2.375, -1.080, 1.504], [0.129, 2.124, 2.520], [0.102, 3.332, 1.613], [-0.744, 4.213, 1.714], [0.167, 2.584, 0.064], [3.640, 0.243, 0.397], [4.570, 2.235, 1.971], [4.150, 0.572, 2.399], [2.360, 3.042, 2.172], [2.731, 2.112, 3.642], [0.236, -0.343, 3.047], [1.360, 0.364, 4.238], [0.101, 2.507, 3.554], [-0.756, 1.498, 2.360], [1.734, 1.023, -2.011], [2.760, 1.218, -3.330], [3.855, 0.318, -2.556], [2.127, -0.120, -3.969], [3.753, 1.396, -4.589], [3.354, 2.539, -2.627], [1.613, 2.097, -4.036], [-3.260, 2.190, -0.482], [-2.017, 2.198, 0.189], [-0.962, 2.593, -0.589], [-1.136, 2.941, -1.734], [-3.257, 1.457, -1.294], [-3.489, 3.173, -0.897], [-4.003, 1.915, 0.268], [2.342, -3.763, -0.751], [1.224, -3.031, -1.092], [0.756, -3.389, -2.374], [0.182, -3.239, -0.165], [1.538, -1.623, -1.118], [-0.903, -0.474, -2.578], [-1.692, -1.262, -1.641], [-2.286, -2.453, -2.237], [-2.907, -3.363, -1.192], [-3.471, -2.517, -0.067], [-2.376, -1.784, 0.522], [-2.504, -1.343, 1.887], [-1.511, -1.112, -0.305], [-0.666, -0.358, 0.189], [0.030, -0.968, -2.838], [-0.690, 0.509, -2.172], [-1.508, -0.340, -3.477], [-1.492, -2.978, -2.774], [-3.037, -2.120, -2.964], [-2.136, -4.012, -0.777], [-3.681, -3.984, -1.649], [-3.915, -3.139, 0.713], [-4.253, -1.833, -0.438], [-2.771, -2.192, 2.520], [-3.267, -0.560, 1.999], [-1.555, -0.934, 2.222]], "atomic_forces_ev_per_a": [[-0.586, 0.147, -0.360], [-0.410, -0.266, 0.068], [0.120, 0.026, -0.039], [0.051, 0.155, 0.029], [-0.046, -0.151, -0.278], [0.079, -0.092, 0.147], [0.111, 0.032, 0.093], [-0.101, -0.020, -0.014], [-0.009, 0.110, -0.281], [-0.004, 0.071, 0.153], [-0.245, 0.254, 0.316], [0.169, -0.087, -0.015], [0.084, -0.634, -0.188], [0.615, -0.019, 0.022], [0.002, -0.043, 0.044], [-0.039, 0.010, 0.006], [0.013, -0.046, -0.035], [0.002, 0.058, -0.020], [0.056, -0.004, 0.049], [-0.031, 0.006, -0.041], [0.003, -0.015, -0.052], [-0.018, 0.083, -0.067], [-0.045, -0.042, 0.321], [-0.011, -0.116, 0.270], [0.019, 0.031, 0.017], [0.017, 0.089, -0.059], [-0.070, 0.041, -0.041], [-0.016, -0.024, -0.099], [0.128, -0.041, -0.048], [0.006, -0.030, -0.004], [0.096, -0.098, 0.025], [-0.137, 0.445, 0.122], [0.002, -0.148, -0.179], [-0.036, 0.041, 0.008], [-0.015, -0.032, -0.005], [-0.001, 0.001, -0.017], [0.106, -0.039, -0.027], [-0.134, -0.013, 0.019], [0.017, 0.033, 0.003], [0.012, -0.007, -0.001], [0.045, 0.170, 0.118], [0.019, 0.066, -0.007], [0.054, -0.014, 0.173], [0.005, 0.030, -0.010], [0.000, -0.048, -0.018], [0.006, 0.023, 0.039], [-0.090, 0.105, -0.145], [0.045, 0.023, 0.114], [-0.008, -0.158, -0.044], [0.258, 0.330, 0.040], [0.034, -0.014, -0.021], [0.008, -0.009, -0.011], [0.019, 0.010, -0.017], [-0.066, -0.032, -0.016], [-0.013, -0.012, 0.018], [0.009, -0.003, 0.026], [-0.006, 0.016, -0.003], [-0.003, -0.009, -0.023], [-0.004, -0.046, -0.014], [0.004, 0.001, 0.001], [0.006, -0.025, -0.002], [-0.074, -0.068, -0.037]], "mulliken_spin": [1.811, 0.012, 0.018, 0.007, -0.075, 0.045, 0.005, 0.008, -0.015, 0.051, 0.813, 0.178, -0.044, 0.010, 0.000, 0.000, 0.014, -0.004, -0.013, -0.002, 0.039, 0.011, 0.013, 0.008, 0.007, 0.000, 0.000, 0.000, 0.000, 0.000, -0.004, -0.012, 0.014, 0.000, 0.000, 0.001, 0.001, -0.008, 0.000, 0.000, 0.038, 0.040, 0.004, 0.001, 0.001, 0.000, -0.001, -0.015, 0.006, 0.040, -0.004, -0.012, 0.001, 0.000, 0.000, 0.000, 0.000, 0.000, 0.000, 0.001, -0.001, 0.014], "homo_lumo_gap_ev": [5.35, 8.47], "e_homo_ev": [-1.0, -4.1], "charge": -2, "multiplicity": 4, "lumo_ev": [4.337, 4.329], "s_squared": 3.75}

(3)
{"formula": "C14H24BN3O6S", "method": "ωB97M-V/def2-TZVPD", "species": ["N", "C", "C", "C", "C", "C", "B", "O", "O", "C", "N", "S", "O", "O", "N", "C", "C", "C", "C", "C", "C", "C", "C", "O", "O", "H", "H", "H", "H", "H", "H", "H", "H", "H", "H", "H", "H", "H", "H", "H", "H", "H", "H", "H", "H", "H", "H", "H", "H"], "coordinates": [[0.968, -1.933, -0.104], [-0.125, -1.159, -0.664], [-0.572, -1.584, -2.054], [0.541, -1.531, -3.100], [0.050, -1.150, -4.495], [-0.616, 0.232, -4.599], [-0.077, 1.411, -3.600], [1.252, 1.729, -3.379], [-1.070, 1.950, -2.807], [0.193, 0.312, -0.565], [0.864, 0.705, 0.654], [0.662, 2.403, 0.770], [0.497, 2.833, -0.661], [1.715, 2.976, 1.620], [-0.882, 2.234, 1.622], [-0.847, 2.248, 3.087], [-0.147, 1.074, 3.643], [1.228, 0.927, 3.635], [1.840, -0.256, 3.938], [1.046, -1.387, 4.125], [-0.311, -1.276, 4.164], [-0.890, -0.049, 3.916], [-1.306, -1.447, 0.294], [-1.832, -0.600, 0.976], [-1.710, -2.755, 0.186], [0.663, -2.888, -0.158], [1.040, -1.681, 0.864], [-1.395, -0.943, -2.360], [-0.947, -2.612, -1.980], [1.254, -0.766, -2.808], [1.130, -2.449, -3.080], [-0.613, -1.917, -4.895], [0.948, -1.166, -5.168], [-1.612, 0.255, -4.187], [-0.761, 0.593, -5.637], [1.314, 2.303, -2.616], [-0.650, 2.381, -2.050], [0.829, 0.625, -1.377], [-0.767, 0.833, -0.635], [1.863, 0.597, 0.605], [-1.231, 1.300, 1.337], [-1.875, 2.261, 3.462], [-0.425, 3.192, 3.460], [1.832, 1.784, 3.387], [2.909, -0.354, 3.926], [1.450, -2.354, 4.365], [-0.960, -2.075, 4.356], [-1.958, 0.009, 3.848], [-2.511, -2.835, 0.740]], "atomic_forces_ev_per_a": [[0.420, -0.141, -1.049], [-0.887, -0.282, 1.586], [0.596, -0.533, -0.283], [0.099, 0.514, 0.199], [1.015, -0.009, -0.961], [0.326, 1.467, 0.542], [-0.059, -0.949, -0.505], [-0.580, -0.430, -0.587], [0.490, -0.124, -0.242], [-0.371, -0.416, -0.980], [0.439, 1.558, 0.692], [-0.609, -1.334, 0.003], [0.188, 0.494, 3.618], [-2.159, -0.490, -1.877], [0.920, 1.029, -1.500], [0.375, 1.371, 0.602], [0.116, -1.098, -0.142], [0.604, 1.164, 0.462], [-0.266, -1.031, -0.361], [0.721, -0.373, 0.774], [-0.234, 1.168, -0.338], [-0.456, -0.011, -0.044], [-0.151, 0.375, -1.309], [-0.360, -0.928, 0.240], [-0.410, 1.203, 1.000], [0.334, -0.648, 0.174], [0.271, -0.037, 0.632], [-0.213, 0.093, 0.058], [-0.089, 0.290, -0.107], [0.197, 0.164, 0.051], [-0.218, -0.116, -0.247], [-0.167, -0.078, 0.002], [-0.689, 0.049, 0.490], [-0.714, -0.685, -0.134], [0.408, -0.356, 0.389], [0.340, 0.520, 0.321], [-0.345, 0.506, 0.120], [-0.208, -0.273, -0.489], [0.334, -0.104, -0.071], [0.557, -0.511, -0.157], [0.228, 0.579, -0.126], [-0.069, -0.062, -0.427], [0.101, -0.153, -0.378], [0.119, 0.026, 0.162], [0.288, 0.087, 0.060], [0.506, -0.172, -0.109], [-0.548, -1.270, 0.245], [-0.520, 0.073, 0.121], [0.327, -0.115, -0.122]], "mulliken_charge": [-0.870, 1.807, -1.112, -0.694, -0.794, -0.866, 0.536, -0.615, -0.655, -2.766, -0.292, 1.019, -0.730, -0.616, -0.278, -1.234, 0.633, -0.099, -0.779, -0.423, -0.676, -0.284, -0.318, -0.580, -0.469, 0.446, 0.224, 0.295, 0.634, 0.376, 0.431, 0.354, 0.353, 0.356, 0.429, 0.385, 0.410, 1.292, 0.907, 0.413, 0.444, 0.482, 0.395, 0.460, 0.433, 0.408, 0.503, 0.289, 0.437], "e_above_lowest_kcal_mol": 0.0, "homo_lumo_gap_ev": 9.80, "e_homo_ev": -9.5, "smiles": "N[C@](CCCCB(O)O)(CNS(=O)(=O)NCc1ccccc1)C(=O)O", "lumo_ev": 0.331}